Computed, not measured: one molecule with the formula C7H12O in a non-equilibrium geometry, with the ωB97M-V functional and the def2-TZVPD basis.

Computed properties:
- HOMO level (eV) = -8.56
- charge = 0
- energy relative to the best compared isomer or geometry (same formula, charge and spin) (kJ/mol) = 450.1
- SMILES string = C[C@H](O)C1=CCCC1
- frontier orbital gap (eV) = 9.23

```
20
Properties=species:S:1:pos:R:3:forces:R:3:nbo_charge:R:1
C -2.121073 0.871892 -0.880913 0.502 0.374 4.709 -0.65
C -1.777598 -0.453760 -0.150076 2.885 0.213 0.525 0.09
C -0.160244 -0.220358 0.073676 1.072 -2.221 -0.026 -0.01
C 0.828031 -1.096708 -0.299524 -5.794 -0.184 -3.355 -0.23
C 2.207774 -0.679251 -0.097386 1.884 -7.173 -1.909 -0.42
C 2.106396 0.688442 0.368578 -1.859 1.455 -1.434 -0.43
C 0.589983 0.902220 0.791889 -0.379 0.563 -3.048 -0.44
H -3.232369 1.059249 -0.831692 1.494 0.332 -0.700 0.24
H -1.375050 1.631957 -0.261418 -3.209 -1.153 -1.056 0.21
H -1.488504 0.902871 -1.695118 0.092 -0.147 -2.887 0.23
H -1.834072 -1.460951 -0.756338 -0.290 2.080 1.013 0.18
H -2.637139 -1.718533 1.197186 0.561 5.623 0.263 0.47
H 0.333598 -1.832205 -1.063821 1.904 0.323 1.590 0.21
H 2.505947 -1.561187 0.649645 0.312 2.231 -0.860 0.22
H 2.891758 -1.077016 -1.133584 -1.745 1.865 2.955 0.21
H 2.690066 0.777051 1.212504 1.723 1.179 1.475 0.22
H 2.377395 1.254510 -0.551047 -0.075 0.558 1.223 0.22
H 0.151267 1.883138 0.490519 0.835 -0.419 0.730 0.21
H 0.441315 0.675840 1.781817 -0.130 0.274 2.776 0.21
O -2.497475 -0.547196 1.155100 0.217 -5.773 -1.984 -0.72
```
Forces are in eV/Å.

***

Computed, not measured: a 2-piece molecular cluster, C7H12O overall in a non-equilibrium geometry, with the ωB97M-V functional and the def2-TZVPD basis.

Computed properties:
- HOMO level (eV) = -7.98
- charge = 0
- energy relative to the best compared isomer or geometry (same formula, charge and spin) (kJ/mol) = 137.0
- SMILES string = C=C/C=C/C=C/C.O
- frontier orbital gap (eV) = 8.76

```
20
Properties=species:S:1:pos:R:3:forces:R:3:nbo_charge:R:1
C 2.301194 -0.082676 -1.378274 -0.187 -0.407 0.367 -0.20
C 1.917362 0.627493 -2.424152 -0.186 0.581 -0.867 -0.41
C 0.127773 -0.423234 -0.272900 -0.329 -0.674 0.945 -0.17
C 1.385799 -0.819190 -0.482595 0.375 0.479 -0.555 -0.24
C -2.876964 -1.173260 2.043520 0.234 -0.207 -0.306 -0.64
C -1.988904 -0.575139 1.002781 0.616 -0.394 -0.477 -0.14
C -0.780812 -1.062891 0.684270 -0.194 0.453 0.283 -0.23
H 3.366372 -0.152454 -1.175559 -0.057 0.009 0.131 0.20
H 0.897323 0.698371 -2.792480 -0.043 -0.174 0.348 0.19
H 2.618404 1.183170 -3.030989 0.251 -0.052 0.055 0.19
H -0.275077 0.481615 -0.693719 0.149 0.205 -0.366 0.21
H 1.827126 -1.675882 0.016129 -0.296 -0.033 0.156 0.20
H -2.902759 -0.553850 2.933490 -0.161 0.145 0.192 0.22
H -3.887788 -1.304527 1.665276 -0.169 0.088 0.061 0.22
H -2.499262 -2.156988 2.316684 0.001 -0.039 0.149 0.21
H -2.342896 0.276253 0.438363 -0.146 0.241 0.049 0.19
H -0.407869 -1.891886 1.274553 0.123 -0.245 -0.153 0.19
H 0.885424 2.754831 -0.296754 -0.072 -0.153 0.074 0.47
H 0.401746 3.427042 0.986184 -0.182 -0.559 -0.363 0.47
O 0.232966 2.657467 0.409658 0.270 0.736 0.278 -0.94
```
Forces are in eV/Å.

***

Computed, not measured: one molecule with the formula C7H12O in a non-equilibrium geometry, with the ωB97M-V functional and the def2-TZVPD basis.

Computed properties:
- HOMO level (eV) = -8.63
- charge = 0
- energy relative to the best compared isomer or geometry (same formula, charge and spin) (kJ/mol) = 364.9
- SMILES string = C[C@]12COC[C@]1(C)C2
- frontier orbital gap (eV) = 9.59

```
20
Properties=species:S:1:pos:R:3:forces:R:3:nbo_charge:R:1
C 1.281172 0.242248 1.624403 -0.585 0.229 -1.158 -0.62
C 0.686114 -0.372837 0.309868 0.846 -0.288 0.741 -0.10
C 1.153379 0.502134 -0.850432 0.354 -0.687 -0.793 -0.08
C -0.890051 1.220411 0.076251 -0.284 0.784 1.135 -0.07
C -0.783789 -0.259875 -0.013604 -1.294 -0.219 -0.739 -0.13
C -1.262402 -0.628846 -1.445036 0.420 1.266 -0.157 -0.61
C -0.355135 -1.511088 0.654573 0.709 0.280 1.552 -0.34
H 1.540327 1.290059 1.431848 -0.037 -0.134 0.195 0.21
H 0.650129 0.214708 2.516509 0.014 -0.256 -0.152 0.21
H 2.211366 -0.296587 1.770096 0.112 -0.086 0.393 0.22
H 2.108777 1.035406 -0.739243 -0.125 -0.551 0.196 0.20
H 1.136092 -0.025453 -1.802948 0.209 0.031 -0.112 0.19
H -0.727563 1.630254 1.106890 0.387 -0.251 -0.871 0.18
H -1.809747 1.681692 -0.242638 -0.343 0.022 -0.575 0.20
H -1.189693 0.226694 -2.172237 -0.523 -0.680 0.956 0.23
H -0.665223 -1.381002 -1.914014 0.271 -0.934 -0.052 0.20
H -2.276949 -0.971693 -1.277045 -0.238 -0.114 -0.493 0.22
H -0.469788 -2.455467 0.124515 -0.079 0.435 -0.256 0.23
H -0.478456 -1.678228 1.760852 0.465 0.381 -1.182 0.23
O 0.141439 1.537468 -0.918609 -0.276 0.773 1.373 -0.56
```
Forces are in eV/Å.

***

Computed, not measured: one molecule with the formula C7H12O in a non-equilibrium geometry, with the ωB97M-V functional and the def2-TZVPD basis.

Computed properties:
- HOMO level (eV) = -9.49
- charge = 0
- energy relative to the best compared isomer or geometry (same formula, charge and spin) (kJ/mol) = 282.5
- SMILES string = C/C=C/CCCC=O
- frontier orbital gap (eV) = 10.51

```
20
Properties=species:S:1:pos:R:3:forces:R:3:nbo_charge:R:1
O -2.247451 3.298636 -0.062836 -1.288 0.753 -0.417 -0.52
C -1.905447 2.441208 -0.826433 0.084 0.286 -0.327 0.42
C -0.665879 1.715589 -0.450135 0.491 -2.969 0.134 -0.53
C -0.487176 0.358837 -1.349841 2.754 1.670 2.751 -0.40
C -0.960681 -0.868243 -0.397137 -1.056 2.338 -3.002 -0.45
C 2.210323 -1.619639 1.535292 3.094 -1.704 2.876 -0.66
C 1.256255 -1.305759 0.491979 1.607 0.897 0.012 -0.21
C 0.017849 -0.996464 0.699661 -3.079 -0.614 3.437 -0.17
H -2.513680 2.129053 -1.772711 0.746 0.499 1.185 0.11
H 0.296171 2.220753 -0.627292 -0.784 0.616 0.482 0.25
H -0.890655 1.519907 0.665816 1.093 0.157 -1.642 0.24
H 0.700358 0.269450 -1.461448 -2.753 0.015 -0.112 0.19
H -0.855413 0.838479 -2.272046 -0.453 -1.866 -0.269 0.22
H -0.891446 -1.777906 -0.921976 0.012 -1.161 -1.031 0.22
H -2.064663 -0.753032 -0.261959 1.018 0.129 0.905 0.22
H 3.197947 -2.121347 1.278545 -1.312 0.358 -0.795 0.22
H 2.688572 -0.790646 2.128145 -1.177 -0.210 -0.442 0.23
H 1.822455 -2.386649 2.258620 -0.024 0.996 -0.335 0.22
H 1.681430 -1.094793 -0.449351 0.305 -0.357 -1.347 0.19
H -0.388867 -1.077428 1.795100 0.722 0.168 -2.061 0.20
```
Forces are in eV/Å.

***

Computed, not measured: a 2-piece molecular cluster, C7H12O overall in a non-equilibrium geometry, with the ωB97M-V functional and the def2-TZVPD basis.

Computed properties:
- expectation value of S² = 0.7990
- HOMO level (alpha / beta) (eV) = -13.99 / -14.12
- charge = +1
- energy relative to the best compared isomer or geometry (same formula, charge and spin) (kJ/mol) = 328.5
- multiplicity = 2
- frontier orbital gap (alpha / beta) (eV) = 7.60 / 6.60

```
20
Properties=species:S:1:pos:R:3:forces:R:3:lowdin_spin:R:1
C -2.028669 0.875789 0.653368 -0.216 0.893 0.563 0.00
O -0.867851 0.902712 1.516203 -0.131 -1.094 -1.451 0.04
C -1.631015 0.997873 -0.847047 0.178 -0.849 0.048 0.03
C -1.032353 -0.357175 -1.500225 -1.054 -0.890 2.011 0.05
C -0.143873 -1.050629 -0.488373 2.575 1.456 -2.074 0.32
C 1.159801 -0.446433 -0.323178 -1.604 0.163 -1.229 0.08
C 2.018824 -0.431261 0.734425 -0.899 -3.952 4.469 0.08
C 3.352014 -0.332309 0.966806 0.164 -0.023 -0.293 0.29
H -2.551263 1.773554 0.983315 -0.376 -0.047 -0.483 0.00
H -2.638047 0.008237 0.959212 0.039 0.197 -0.644 0.00
H -0.413749 0.154729 1.095233 0.590 0.360 1.236 0.01
H -0.797433 1.716506 -0.865523 -0.478 0.059 -0.151 0.00
H -2.477953 1.344714 -1.480594 0.665 -0.235 0.462 0.00
H -0.545241 -0.151401 -2.449834 0.337 0.171 0.068 0.02
H -1.792986 -1.119546 -1.670895 -0.490 0.530 -0.353 0.00
H -0.311650 -2.080257 -0.210952 -0.417 0.062 0.926 0.01
H 1.360723 0.224026 -1.171480 0.183 0.129 0.509 0.00
H 1.510105 -1.290337 2.001620 1.054 2.683 -3.252 0.05
H 4.032386 -0.505181 0.143491 0.219 0.429 -0.209 0.01
H 3.798229 -0.233617 1.954428 -0.337 -0.039 -0.152 0.01
```
Forces are in eV/Å.

***

> Which of these has the lowest energy relative to the best compared isomer or geometry (same formula, charge and spin)?

number 2